1.
{"formula": "C5H5N", "method": "ωB97M-V/def2-TZVPD", "lumo_ev": 1.123, "relative_energy_kj_mol": 566.27, "orbital_gap_ha": 0.349, "smiles": "C=C=CN1C=C1", "symbols": ["C", "C", "C", "C", "C", "N", "H", "H", "H", "H", "H"], "xyz": [[0.275, -1.641, 0.035], [-0.802, -0.931, 0.009], [1.865, 0.164, -0.446], [1.258, 0.590, 0.614], [-1.401, 0.216, 0.120], [1.470, -0.914, 0.424], [0.373, -2.694, -0.146], [2.214, 0.258, -1.445], [1.014, 1.218, 1.421], [-1.629, 0.858, -0.718], [-1.843, 0.535, 1.059]]}

2.
{"formula": "C5H5N", "method": "ωB97M-V/def2-TZVPD", "lumo_ev": 0.815, "relative_energy_kj_mol": 300.21, "orbital_gap_ha": 0.391, "smiles": "CC1=C[C@@H]1C#N", "symbols": ["C", "C", "C", "C", "C", "N", "H", "H", "H", "H", "H"], "xyz": [[2.109, -0.184, 0.022], [0.102, 1.330, -0.168], [-0.477, 0.165, -0.047], [1.008, 0.500, 0.617], [-1.511, -0.860, -0.227], [3.014, -0.644, -0.504], [-0.097, 2.354, -0.508], [1.152, 0.682, 1.617], [-2.384, -0.277, -0.589], [-1.653, -1.490, 0.689], [-1.263, -1.578, -0.903]]}

3.
{"formula": "C5H5N2O5PS2", "method": "ωB97M-V/def2-TZVPD", "lumo_ev": 5.041, "total_charge": -2, "relative_energy_kj_mol": 210.58, "orbital_gap_ha": 0.188, "symbols": ["C", "C", "C", "C", "C", "N", "N", "O", "O", "O", "O", "O", "P", "S", "S", "H", "H", "H", "H", "H"], "xyz": [[2.440, -1.895, 0.461], [1.115, -1.622, 0.327], [2.017, 0.264, -0.586], [-0.707, 3.218, 0.603], [-0.417, 0.099, -0.466], [0.902, -0.329, -0.225], [0.468, 3.144, 0.768], [-2.932, 0.142, -0.871], [-2.380, -1.625, 0.958], [-1.881, 3.373, 0.623], [-1.910, -2.067, -1.566], [0.135, -2.374, 0.588], [-1.778, -1.006, -0.516], [2.257, 1.856, -1.045], [3.468, -0.591, 0.002], [2.928, -2.950, 0.638], [-0.600, 1.167, -0.487], [-2.674, 0.686, -0.199], [1.077, 2.603, -0.021], [-1.527, -2.092, 1.015]]}

4.
{"formula": "C5H5N3", "method": "ωB97M-V/def2-TZVPD", "lumo_ev": 0.060, "relative_energy_kj_mol": 307.29, "orbital_gap_ha": 0.295, "symbols": ["C", "C", "N", "C", "C", "C", "N", "N", "H", "H", "H", "H", "H"], "xyz": [[-0.008, 0.972, 0.737], [-0.380, 0.239, -0.401], [0.575, 0.379, 1.789], [-0.425, -1.273, -0.438], [1.018, -0.660, -1.109], [-1.281, 0.910, -1.290], [2.095, -0.747, -1.525], [-2.106, 1.392, -1.933], [-0.028, 2.052, 0.719], [0.948, 0.933, 2.541], [0.688, -0.628, 1.765], [-1.008, -1.692, -1.251], [-0.088, -1.878, 0.397]]}